[1]
This record from the Open Molecules 2025 dataset describes a single C24H27N5O3 molecule. The level of theory is the ωB97M-V functional and the def2-TZVPD basis.

Geometry as XYZ:
```
59
Properties=species:S:1:pos:R:3:forces:R:3:nbo_charge:R:1
O -0.464698 0.331345 -1.375348 -0.39 -0.06 -0.32 -0.66
C 0.526410 0.566931 -0.708036 0.64 0.06 0.13 0.70
C 1.894411 -0.015494 -1.027170 -0.19 0.05 -0.01 -0.51
C 2.446850 -0.859655 0.149198 -0.18 0.17 -0.36 -0.15
C 3.437827 -0.038190 0.965577 -0.01 -0.09 0.13 0.68
O 3.211100 1.133198 1.234659 -0.09 0.26 -0.01 -0.66
N 4.542573 -0.650477 1.417425 0.36 0.05 0.21 -0.60
C 4.925898 -1.999126 1.074730 -0.13 -0.40 -0.33 -0.24
C 4.344877 -2.297678 -0.312475 0.29 0.01 0.29 -0.21
N 2.914500 -2.146882 -0.337473 0.16 -0.20 0.07 -0.45
C 2.137309 -3.275197 0.154867 -0.02 0.04 0.00 -0.22
C 0.715562 -3.120513 -0.320646 -0.14 -0.10 0.05 -0.03
C 0.418350 -3.288846 -1.667039 0.02 -0.03 0.01 -0.22
C -0.867228 -3.074833 -2.126951 0.11 -0.03 0.00 -0.18
C -1.869037 -2.674698 -1.262816 -0.22 0.02 0.29 -0.26
C -1.575347 -2.484475 0.081406 0.27 -0.19 -0.37 0.30
O -2.509891 -2.136860 1.017931 -0.01 -0.05 0.16 -0.48
C -3.553010 -1.303627 0.694188 -0.40 0.31 -0.01 0.29
C -3.447678 -0.278439 -0.239898 0.22 -0.20 0.06 -0.32
C -4.524826 0.565448 -0.444521 -0.08 -0.01 0.03 -0.13
C -5.699482 0.400599 0.269511 -0.12 0.11 -0.01 -0.26
C -5.795321 -0.615615 1.205658 -0.02 0.03 -0.03 -0.20
C -4.728301 -1.466801 1.421096 0.31 -0.16 -0.06 -0.26
C -0.286789 -2.724774 0.548782 -0.23 0.04 0.04 -0.23
N 0.521549 1.342623 0.389458 -0.01 0.24 0.36 -0.65
C -0.672506 1.998103 0.872409 -0.30 0.03 -0.34 -0.23
C -1.174339 3.069426 -0.111901 -0.22 -0.51 0.40 -0.23
N -0.180696 4.081593 -0.320992 0.26 0.14 -0.43 -0.17
C 0.809870 4.074504 -1.234661 0.14 0.17 -0.07 -0.04
C 1.571127 5.197153 -1.006917 0.03 -0.10 -0.09 -0.35
C 0.953716 5.819742 0.085618 0.07 -0.14 -0.14 -0.06
N -0.097000 5.131868 0.488875 -0.45 0.25 0.68 -0.28
H 1.795445 -0.661944 -1.898226 -0.04 0.07 0.12 0.25
H 2.579917 0.801115 -1.261976 0.00 0.04 -0.02 0.23
H 1.613914 -1.037321 0.842808 0.17 0.08 -0.02 0.25
H 5.157480 -0.092479 1.992852 -0.17 0.04 -0.05 0.41
H 4.530172 -2.711773 1.809713 0.12 0.00 -0.08 0.19
H 6.015115 -2.075705 1.070319 -0.06 0.01 0.01 0.21
H 4.770729 -1.586490 -1.028907 0.13 -0.09 0.02 0.20
H 4.606865 -3.308321 -0.627580 0.00 0.03 -0.03 0.21
H 2.160045 -3.361996 1.254417 -0.02 -0.06 -0.06 0.17
H 2.571251 -4.183346 -0.271334 0.00 0.01 0.08 0.21
H 1.201390 -3.581427 -2.349909 0.11 -0.03 -0.10 0.21
H -1.095808 -3.214988 -3.172651 -0.02 -0.01 -0.09 0.22
H -2.872111 -2.508689 -1.625170 -0.06 0.02 -0.03 0.23
H -2.530136 -0.138602 -0.792337 0.08 0.03 -0.03 0.26
H -4.438879 1.361682 -1.169038 0.01 0.07 -0.08 0.20
H -6.535205 1.062876 0.100685 -0.07 0.06 -0.01 0.21
H -6.706161 -0.748928 1.770449 -0.06 -0.01 0.05 0.21
H -4.784442 -2.260911 2.149614 0.01 -0.09 0.07 0.22
H -0.093007 -2.593354 1.604187 0.04 0.03 0.12 0.21
H 1.417825 1.552510 0.823982 -0.05 -0.09 -0.08 0.44
H -1.467452 1.256501 1.001637 0.04 0.10 0.08 0.21
H -0.444113 2.459661 1.833192 -0.04 -0.04 -0.03 0.22
H -2.069172 3.542418 0.296763 0.07 0.00 -0.11 0.23
H -1.406476 2.590794 -1.065482 0.01 0.12 0.09 0.23
H 0.890961 3.297509 -1.968207 -0.02 -0.17 -0.14 0.22
H 2.437514 5.523665 -1.544484 0.15 0.02 -0.14 0.23
H 1.228333 6.729552 0.581513 0.02 0.18 0.13 0.21
```
Forces are in eV/Å.

Summary:
Energy above the lowest of the compared OMol25 structures with the same formula, charge and spin: 140.6 kJ/mol
LUMO energy: 0.0199 Eh
Highest occupied orbital energy: -0.303 hartree
SMILES string: O=C(C[C@@H]1C(=O)NCCN1Cc1cccc(Oc2ccccc2)c1)NCCn1cccn1


[2]
This record from the Open Molecules 2025 dataset describes a single C9H11OPS molecule. The level of theory is the ωB97M-V functional and the def2-TZVPD basis.

Geometry as XYZ:
```
23
Properties=species:S:1:pos:R:3:forces:R:3:nbo_charge:R:1
C -1.754817 1.416126 1.807038 4.01 3.51 0.20 -1.00
P -1.319728 0.074522 0.733835 -1.09 0.01 -1.83 1.36
S -2.658648 -1.329647 0.995130 0.56 -0.49 0.11 -0.61
C -1.710790 0.874009 -0.943991 2.96 -0.83 1.29 -0.81
C -1.449639 -0.280043 -1.914096 -1.88 2.18 -0.21 0.44
O -0.327707 -0.523192 -2.237856 0.07 -0.91 -0.71 -0.52
C 0.399930 -0.302642 0.454728 2.54 1.60 0.42 -0.43
C 1.421506 0.736382 0.237236 -3.18 -0.95 2.15 -0.18
C 2.618934 0.340224 -0.184479 3.15 0.52 -1.80 -0.23
C 2.894561 -0.956223 -0.519147 -0.37 -3.22 -1.18 -0.16
C 1.981945 -2.026506 -0.224493 1.19 4.33 0.21 -0.21
C 0.789457 -1.628886 0.299215 -2.82 -0.28 1.27 -0.17
H -2.581943 1.068814 2.300202 -2.07 -0.47 1.42 0.27
H -0.910631 1.737835 2.550599 -1.52 -0.84 -1.15 0.26
H -1.950679 2.367903 1.215815 -0.01 -1.27 0.67 0.25
H -2.685508 1.114568 -0.717159 -2.47 0.60 -0.30 0.23
H -1.063432 1.791248 -0.967034 -0.40 -1.02 -0.60 0.24
H -2.445503 -0.720317 -2.300429 1.60 -0.23 0.31 0.14
H 1.366102 1.749376 0.621080 -0.78 0.12 -0.39 0.22
H 3.473270 1.024289 -0.448594 -1.27 -0.25 0.65 0.22
H 3.764614 -1.129760 -1.174058 -0.17 -0.20 0.89 0.22
H 2.135229 -3.033414 -0.243011 1.01 -2.48 -0.68 0.22
H 0.013474 -2.364660 0.659466 0.94 0.56 -0.74 0.24
```
Forces are in eV/Å.

Summary:
Energy above the lowest of the compared OMol25 structures with the same formula, charge and spin: 125.6 kJ/mol
LUMO energy: 0.0080 Eh
Highest occupied orbital energy: -0.316 hartree
SMILES string: C[P@@](=S)(CC=O)c1ccccc1


[3]
This record from the Open Molecules 2025 dataset describes 2 unconnected molecules or ions with the total composition C4H13N2O. The level of theory is the ωB97M-V functional and the def2-TZVPD basis.

Geometry as XYZ:
```
20
Properties=species:S:1:pos:R:3:forces:R:3:nbo_charge:R:1
C 0.074935 0.512629 -1.063867 1.20 -0.89 2.61 -0.20
C -0.597699 -0.883503 -1.088403 -1.31 1.04 -1.21 -0.48
C -0.182526 -1.852124 -0.037842 -0.62 0.22 0.78 0.12
C 0.232689 -3.068808 -0.290917 -0.53 -2.10 0.20 -0.36
N -0.441068 -1.412684 1.340675 1.57 1.72 -2.31 -0.92
N -0.333987 1.161211 0.304302 -1.34 -0.23 -2.96 -0.74
H 1.157611 0.317901 -0.908614 -0.48 0.19 -0.31 0.21
H 0.007849 1.266161 -1.841276 -0.68 -0.41 -0.29 0.25
H -1.700734 -0.786639 -0.918347 0.55 0.26 -0.67 0.22
H -0.399590 -1.238923 -2.103748 -0.32 -0.40 0.24 0.26
H 0.513343 -3.800017 0.491047 -0.32 0.76 -0.27 0.22
H -0.027778 -3.559279 -1.227759 1.04 0.50 -0.40 0.22
H 0.479616 -1.424190 1.754282 -0.77 -0.40 1.50 0.41
H -1.319225 -1.685115 1.741364 0.42 -0.69 0.62 0.42
H -0.562261 0.297417 0.873569 0.93 0.24 1.03 0.46
H 0.398871 1.833115 0.494229 -0.21 0.32 1.08 0.46
H -1.239548 1.635958 0.132621 0.79 0.10 0.36 0.43
H 1.932659 3.788009 0.837414 -0.02 -0.28 -0.10 0.48
H 1.006444 4.925045 0.850927 -0.58 -0.16 -0.16 0.50
O 1.000399 3.973835 0.660344 0.67 0.22 0.23 -0.97
```
Forces are in eV/Å.

Summary:
Energy above the lowest of the compared OMol25 structures with the same formula, charge and spin: 242.6 kJ/mol
LUMO energy: -0.1081 Eh
Highest occupied orbital energy: -0.489 hartree
Total charge: +1


[4]
This record from the Open Molecules 2025 dataset describes a molecular structure, C5H16N2O. The level of theory is the ωB97M-V functional and the def2-TZVPD basis.

Geometry as XYZ:
```
24
Properties=species:S:1:pos:R:3:forces:R:3:nbo_charge:R:1
C 1.457933 0.887823 -1.245856 0.36 0.35 0.55 0.25
C 2.776933 0.185362 -1.577128 -0.30 0.08 -0.30 -0.63
N 1.068605 1.755985 -2.361092 -0.11 -0.35 0.13 -0.85
O 0.486359 -0.025705 -0.845322 -0.41 -0.07 1.71 -0.86
H 0.281055 0.081114 0.401708 -0.17 0.03 -2.52 0.45
H 1.642537 1.574225 -0.394584 0.10 0.01 -0.20 0.12
H 0.176228 2.186367 -2.133904 0.09 -0.05 -0.05 0.35
H 0.906843 1.180058 -3.184683 0.00 0.03 0.08 0.35
H 3.072974 -0.443978 -0.736550 0.09 0.11 -0.07 0.21
H 2.643658 -0.457611 -2.453190 -0.09 -0.06 0.08 0.20
H 3.552280 0.908595 -1.834755 0.04 -0.02 0.20 0.21
C -1.830092 -0.539829 0.752475 0.83 0.58 -0.36 0.25
C -0.099014 0.366273 1.747225 -0.78 -0.19 0.82 -1.00
C -1.437524 -1.964405 0.568322 0.18 0.08 -0.12 -0.69
N -2.879970 -0.267228 1.545492 0.16 0.13 0.22 -0.76
H -1.675489 0.096887 -0.115715 -0.20 -0.11 0.19 0.25
H -3.182992 0.691602 1.638568 0.04 -0.15 -0.04 0.40
H -3.026560 -0.840033 2.365838 0.01 0.05 -0.15 0.39
H -1.499347 -2.532642 1.497919 0.08 0.01 -0.02 0.21
H -0.693737 1.192324 2.145678 -0.34 -0.21 -0.15 0.20
H 0.892354 0.826922 1.785726 0.45 -0.27 -0.43 0.25
H -0.085529 -0.453844 2.465428 0.06 0.09 0.20 0.20
H -0.438495 -1.992383 0.138139 0.00 -0.10 0.13 0.28
H -2.109013 -2.415880 -0.169739 -0.08 0.05 0.12 0.24
```
Forces are in eV/Å.

Summary:
Energy above the lowest of the compared OMol25 structures with the same formula, charge and spin: 333.0 kJ/mol
LUMO energy: 0.0207 Eh
Highest occupied orbital energy: -0.298 hartree